This record from the Open Molecules 2025 dataset describes a structure of composition C23H37As3PtSTe. The level of theory is the ωB97M-V functional and the def2-TZVPD basis.

```
66
C23H37As3PtSTe (the ωB97M-V functional and the def2-TZVPD basis)
Pt -0.5171 -0.5752 1.1047
C 2.2913 -2.5549 -0.2720
As 1.7676 -0.7732 0.3115
C 3.2851 -0.4338 1.4901
C 2.2350 0.1337 -1.3779
C 1.9708 1.6382 -1.5437
C 2.7136 2.0932 -2.8107
C 0.4873 1.9709 -1.7741
As -0.9074 1.4223 -0.4931
C -0.6641 2.7381 0.9412
C -2.3859 2.3964 -1.3609
C 2.5246 2.3860 -0.3236
As 2.4993 4.3704 -0.3891
C 2.9610 4.5876 1.5075
C 4.3266 4.6584 -1.0611
H 3.3420 -2.5472 -0.5665
H 1.6832 -2.8754 -1.1160
H 2.1518 -3.2670 0.5397
H 4.2198 -0.4433 0.9287
H 3.3018 -1.2339 2.2299
H 3.1827 0.5158 2.0112
H 1.7048 -0.4187 -2.1609
H 3.3038 -0.0498 -1.5303
H 2.4244 1.4806 -3.6666
H 3.7948 2.0120 -2.6784
H 2.4663 3.1332 -3.0385
H 0.1729 1.5415 -2.7308
H 0.3964 3.0578 -1.8584
H -0.1686 3.6347 0.5627
H -0.0823 2.3094 1.7552
H -1.6443 3.0093 1.3329
H -2.0860 3.4310 -1.5299
H -3.2528 2.3738 -0.7018
H -2.6533 1.9376 -2.3122
H 3.5635 2.0841 -0.1551
H 1.9481 2.0908 0.5587
H 2.1027 4.3675 2.1420
H 3.2673 5.6157 1.6984
H 3.7822 3.9235 1.7814
H 4.3717 4.5512 -2.1434
H 5.0237 3.9555 -0.6025
H 4.6393 5.6721 -0.8102
Te -2.5458 -0.9408 2.6431
C -4.2367 -1.0582 1.3638
C -5.4594 -1.4734 1.8897
C -6.6025 -1.4556 1.1065
C -6.5432 -1.0184 -0.2096
C -5.3214 -0.6454 -0.7528
C -4.1755 -0.6793 0.0270
H -5.5174 -1.8022 2.9204
H -7.5465 -1.7803 1.5257
H -7.4413 -0.9748 -0.8120
H -5.2568 -0.3304 -1.7871
H -3.2219 -0.4103 -0.4054
S -0.0001 -2.7545 2.7507
C -0.4764 -4.0511 1.6553
C -0.9572 -3.8619 0.3546
C -1.2920 -4.9475 -0.4408
C -1.1639 -6.2415 0.0407
C -0.6894 -6.4439 1.3281
C -0.3505 -5.3644 2.1261
H -1.0812 -2.8565 -0.0345
H -1.6596 -4.7810 -1.4465
H -1.4431 -7.0848 -0.5781
H -0.5852 -7.4498 1.7162
H 0.0235 -5.5139 3.1307
```

**Relative energy (zero: lowest compared OMol25 entry of this formula, charge and spin)**: 72.1 kJ/mol
**Highest occupied orbital energy (alpha / beta)**: -5.67 / -6.98 eV
**Multiplicity**: 3
**Gap between HOMO and LUMO (alpha / beta)**: 6.1010 / 5.5001 eV
**Electronic energy**: -228341.455 eV

=====

This record from the Open Molecules 2025 dataset describes the molecule C3H9N3O. The level of theory is the ωB97M-V functional and the def2-TZVPD basis.

```
16
C3H9N3O (the ωB97M-V functional and the def2-TZVPD basis)
C 1.3755 -1.8153 -0.2503
N 0.3575 -0.7664 0.1419
N 0.3850 0.3380 -0.6652
C 1.6406 1.4077 -0.1973
O 2.2476 1.1722 0.7638
N -0.7615 1.1708 -0.6362
C -1.5735 0.9734 0.4832
H 1.5060 -2.0325 -1.3282
H 2.4511 -1.5548 -0.0337
H 1.1593 -2.7159 0.3122
H 0.2812 -0.5953 1.1367
H 1.8223 2.3404 -0.6872
H -1.1082 0.9867 -1.5866
H -2.3942 1.7396 0.6388
H -1.8312 -0.0183 0.7969
H -0.9422 1.3771 1.3317
```

**Relative energy (zero: lowest compared OMol25 entry of this formula, charge and spin)**: 457.0 kJ/mol
**Highest occupied orbital energy**: -8.03 eV
**SMILES string**: CNN(C=O)NC
**Gap between HOMO and LUMO**: 9.0834 eV
**Electronic energy**: -9770.802 eV

=====

This record from the Open Molecules 2025 dataset describes a structure of composition C56H58ClCoN3O3PSb. The level of theory is the ωB97M-V functional and the def2-TZVPD basis.

```
124
C56H58ClCoN3O3PSb (the ωB97M-V functional and the def2-TZVPD basis)
Co 1.1630 0.0925 1.0553
C 5.5205 -0.4948 2.1240
C 4.2261 -0.8233 1.7591
N 3.3010 0.1019 1.5269
C 3.6340 1.3798 1.6409
C 4.8781 1.8135 2.0146
C 5.8423 0.8375 2.2650
C 5.1782 3.2790 2.1091
C 4.3164 4.1940 1.7254
C 3.0024 3.8314 1.1458
C 2.2439 4.6985 0.5453
C 1.0784 4.2506 -0.2553
C 0.6277 2.7936 0.0511
N 1.4644 1.9593 0.9597
C 2.5876 2.3863 1.2259
H 6.2531 -1.2782 2.2877
H 3.9185 -1.8624 1.6573
H 6.8423 1.1379 2.5564
H 6.1571 3.5792 2.4737
H 4.5775 5.2481 1.7766
H 2.5112 5.7583 0.5648
H 1.3133 4.4053 -1.3134
H 0.5496 2.2129 -0.8504
C -3.1065 -2.5236 -3.2324
C -2.2345 -1.6868 -2.2862
P -2.6912 -1.6833 -0.4844
C -2.5994 -3.5206 -0.1657
C -2.1682 -3.9230 1.2471
C -4.5123 -1.4428 -0.6111
C -5.1485 -1.1802 0.7645
H -2.6585 -2.5754 -4.2314
H -4.1043 -2.0874 -3.3469
H -3.2261 -3.5533 -2.8735
H -2.2156 -0.6456 -2.6193
H -1.1948 -2.0410 -2.3221
H -1.8656 -3.8915 -0.8809
H -3.5653 -3.9764 -0.3966
H -1.2210 -3.4489 1.5235
H -2.0386 -5.0113 1.3245
H -2.9117 -3.6268 1.9862
H -4.9729 -2.3087 -1.0848
H -4.6704 -0.5819 -1.2709
H -4.9973 -2.0291 1.4448
H -6.2278 -1.0109 0.6867
H -4.7031 -0.2976 1.2365
C 0.6874 0.0990 2.9932
C -0.3993 -0.8436 3.4277
C -0.1900 -1.7683 4.4497
C -1.2051 -2.5835 4.9261
C -2.4689 -2.5055 4.3726
C -2.6938 -1.6235 3.3128
C -1.6717 -0.8122 2.8524
C -3.5572 -3.3546 4.8661
N -4.4244 -4.0148 5.2451
H 1.6035 -0.1126 3.5555
H 0.3654 1.1182 3.2295
H 0.7965 -1.8322 4.9001
H -1.0216 -3.2726 5.7422
H -3.6735 -1.5863 2.8518
H -1.8569 -0.1767 1.9923
C 0.4976 -6.5522 -1.8193
C 1.0173 -6.1536 -0.4545
C 1.1276 -7.0867 0.5681
C 1.6366 -6.7334 1.8080
Cl 1.7563 -7.9395 3.0692
C 2.0490 -5.4427 2.0494
C 1.9498 -4.4903 1.0327
C 1.4311 -4.8452 -0.2012
O 1.2836 -3.9972 -1.2690
C 1.9286 -2.7382 -1.3399
C 1.3412 -1.6130 -0.5285
O 1.4022 -0.4221 -0.9790
O 0.8767 -1.8319 0.6350
H 0.0659 -7.5551 -1.7858
H 1.3049 -6.5480 -2.5612
H -0.2630 -5.8586 -2.1821
H 0.8176 -8.1117 0.3912
H 2.4361 -5.1662 3.0259
H 2.2291 -3.4657 1.2384
H 1.8849 -2.4325 -2.3745
H 2.9804 -2.8302 -1.0587
C -4.3624 2.7292 2.3237
C -4.6720 3.6188 1.1288
C -5.7187 4.5429 1.2361
C -6.0566 5.3783 0.1813
C -5.3461 5.3028 -1.0151
C -4.3001 4.3964 -1.1362
C -3.9423 3.5494 -0.0802
Sb -2.3980 2.0522 -0.2813
C -0.7454 3.3040 0.5797
C -0.9961 3.1085 2.0549
C -1.0070 4.1209 2.9132
C -0.6680 5.5172 2.4935
C -0.3401 5.8115 1.2425
C -0.3540 4.7905 0.1229
C -1.1057 5.3826 -1.0587
C -2.5126 1.9240 -2.4377
C -3.8411 1.6605 -2.8175
C -4.1786 1.3602 -4.1352
C -3.1775 1.3087 -5.0991
C -1.8609 1.5558 -4.7342
C -1.5041 1.8524 -3.4152
C -0.0381 2.0398 -3.1013
H -5.1808 2.7480 3.0480
H -3.4543 3.0565 2.8360
H -4.2047 1.6874 2.0254
H -6.2833 4.5947 2.1686
H -6.8819 6.0771 0.2869
H -5.6089 5.9409 -1.8543
H -3.7658 4.3462 -2.0771
H -1.1725 2.0981 2.4197
H -1.2307 3.9308 3.9588
H -0.6585 6.2971 3.2513
H -0.0623 6.8324 0.9697
H -0.5655 6.2570 -1.4501
H -2.0987 5.7062 -0.7559
H -1.2203 4.6533 -1.8691
H -4.6411 1.7032 -2.0766
H -5.2147 1.1707 -4.4009
H -3.4194 1.0745 -6.1319
H -1.0767 1.5037 -5.4886
H 0.5604 2.0537 -4.0185
H 0.3353 1.2142 -2.4794
H 0.1400 2.9826 -2.5762
```

**Relative energy (zero: lowest compared OMol25 entry of this formula, charge and spin)**: 16.2 kJ/mol
**Highest occupied orbital energy (alpha / beta)**: -7.43 / -7.44 eV
**Multiplicity**: 2
**Gap between HOMO and LUMO (alpha / beta)**: 6.4044 / 6.4158 eV
**Electronic energy**: -135599.718 eV